# 1
45
Properties=species:S:1:pos:R:3:forces:R:3:lowdin_charge:R:1 method="wB97M-V/def2-TZVPD" e_lumo_ev=-0.9 orbital_gap_ha=0.13561 de_lowest_kcal_mol=27.88 fmax_ev_per_a=2.6
H -2.9092 -0.4136 0.3775 0.146 -0.422 0.270 -0.112
H -2.3123 -2.0620 0.6986 -0.579 -0.502 0.207 -0.082
C -2.5497 1.5435 3.6480 -0.413 0.901 -0.073 -0.169
H 0.7730 -3.6598 2.5627 -0.005 0.040 0.009 0.082
H -2.1971 0.5175 3.5512 -0.232 0.213 0.101 0.058
C 0.3269 -2.7716 2.1153 0.220 -1.076 0.538 -0.203
H 4.0382 2.9733 0.0708 -0.151 -0.106 -0.035 0.110
H -2.5773 -0.9291 2.0597 -0.235 -0.101 -0.028 -0.068
C 3.3686 2.3170 -0.4744 -0.431 -0.518 -0.274 -0.035
H 0.6131 -2.8835 1.0415 -0.158 0.040 0.688 0.059
Te -1.5111 1.7935 0.7882 1.330 2.062 -0.471 0.722
H -2.5963 -1.9784 -3.9217 -0.044 -0.013 -0.051 0.108
C -1.3285 -1.6558 -2.2240 0.587 0.429 -0.003 -0.093
C 2.6476 1.3125 0.1847 -0.079 0.041 -0.955 -0.121
H 2.7358 1.2134 1.2701 -0.128 -0.114 -0.363 0.113
H -1.9412 -2.2574 -1.5443 0.337 0.252 -0.169 0.107
C 3.1775 2.4500 -1.8512 -0.233 -0.286 0.213 -0.038
C -2.2374 2.4649 2.6285 -0.352 0.543 0.331 -0.680
Ca 0.1472 -0.7509 0.7235 -1.904 1.476 -1.101 0.947
H 0.0750 -0.7381 2.9864 0.166 -0.160 0.000 0.049
C 0.8476 -1.5190 2.8731 0.067 -0.297 0.821 -0.213
C 0.1735 -0.0375 -3.8027 0.213 0.002 0.378 -0.004
H -0.7636 -2.8787 2.2086 0.344 0.181 -0.201 0.073
C -0.9253 -0.6817 -4.3744 0.286 0.056 0.497 -0.041
C -3.8308 3.2699 4.7811 0.077 -0.056 -0.143 -0.125
C -3.4535 4.2133 3.8121 0.365 -0.235 -0.153 -0.113
C 1.6052 0.5931 -1.8048 0.565 0.864 1.127 -0.196
H -4.4782 3.5732 5.6033 0.126 -0.073 -0.178 0.088
C 0.5221 -0.2225 -2.4484 -1.340 -0.714 -0.655 -0.189
H -3.6750 1.2193 5.4630 0.047 0.198 -0.115 0.092
N 1.8119 0.4653 -0.4591 0.554 0.577 -0.828 -0.040
H 1.1259 -1.7738 3.9015 -0.037 -0.040 -0.339 0.096
H 0.7502 0.6424 -4.4091 -0.004 -0.051 -0.100 0.095
H -3.7953 5.2512 3.8903 0.101 -0.397 0.015 0.094
C -2.2436 -1.0031 1.0200 0.346 -1.626 -0.492 -0.519
C -2.6380 3.8310 2.7374 -0.297 -1.215 0.590 -0.177
C -3.3817 1.9447 4.7039 0.414 0.268 -0.233 -0.110
H 3.6851 3.2221 -2.4229 -0.037 -0.103 0.171 0.115
C -1.7076 -1.4851 -3.5602 0.324 -0.046 0.510 -0.039
N -0.2312 -1.0725 -1.6889 0.172 0.487 -0.631 0.014
H 1.7468 -1.0836 2.4107 0.001 -0.075 0.239 0.059
H 2.0806 1.7211 -3.5664 0.254 0.152 0.271 0.101
H -1.1681 -0.5369 -5.4267 0.071 0.026 0.300 0.117
C 2.2864 1.6034 -2.5062 -0.299 -0.493 0.057 -0.002
H -2.3436 4.5171 1.9447 -0.156 -0.089 0.259 0.068

=====

# 2
47
Properties=species:S:1:pos:R:3:forces:R:3:lowdin_charge:R:1 method="wB97M-V/def2-TZVPD" e_lumo_ev=0.4 orbital_gap_ha=0.27048 de_lowest_kcal_mol=405.05 fmax_ev_per_a=16.3
H -3.4110 1.1101 -0.6069 1.227 -0.687 0.781 0.150
C -3.1612 3.2683 -4.9621 -11.557 -9.845 -5.859 -0.525
C -2.2163 2.4526 -2.4296 0.601 2.776 -5.528 -0.094
H 0.2350 3.0302 -1.5839 -1.335 -1.833 0.799 0.139
O 0.3835 -0.7468 -0.1106 -2.417 -1.263 -10.831 0.148
H -0.7012 3.5194 0.6765 2.107 0.611 -0.732 0.140
C 1.8929 -3.0773 0.0945 -1.860 0.724 3.166 -0.010
O 2.6776 -2.5939 3.4308 0.713 3.012 9.896 -0.009
H 0.2263 1.1679 -1.3465 -1.468 2.417 1.799 0.178
H 1.0227 1.0868 2.3527 7.211 2.877 2.732 -0.005
H 2.3082 -4.7610 -1.0738 -0.718 0.148 1.908 0.142
C -2.3534 3.9217 -4.3642 5.329 12.958 -3.987 -0.343
C -1.7250 3.6624 -3.3302 2.394 -7.577 12.823 -0.033
Cl -3.9742 3.7687 -6.5621 0.933 -0.455 1.791 0.507
H -4.2359 1.4861 -5.0024 -4.549 -4.217 -4.642 0.010
H 3.3089 -2.5183 5.3996 -0.560 -0.421 -0.053 0.107
H 1.0749 -2.8209 -0.5108 -0.196 1.238 -1.138 0.102
H -0.4717 0.0812 2.7970 1.629 2.803 -1.239 0.160
C 3.3719 -3.2758 4.6107 2.584 8.951 -2.829 0.069
C -0.3026 2.1883 -0.9005 4.074 2.405 -5.252 -0.210
C 0.5796 -0.6816 0.9780 -0.228 7.309 9.948 -0.521
H -2.6222 2.4240 1.1733 0.842 -1.193 -0.434 0.165
H 1.3229 -1.1102 2.8134 -0.131 0.033 -1.007 0.143
H 1.1681 2.8216 0.6249 -0.898 0.110 0.250 0.132
C 2.2817 -4.3532 0.0126 2.356 -3.083 -5.366 -0.146
H -0.9644 4.2053 -2.8652 0.890 1.098 0.299 0.075
C 2.6481 -3.1839 2.3556 1.582 -1.525 -1.322 -0.485
H -1.9654 5.0589 -4.7342 -1.349 -3.023 0.112 0.201
C 3.3617 -4.2453 2.1225 3.129 -9.776 -2.433 0.000
H 4.4305 -3.2642 4.3816 0.150 -0.648 -0.251 0.100
H 2.9831 -4.1119 4.8114 -3.035 -6.554 1.457 0.016
H -1.7994 0.2298 -0.5489 1.566 -3.714 -1.660 0.074
H 3.9761 -5.0536 2.7817 -1.429 3.044 -0.713 0.173
N -1.7327 2.2596 -1.1654 -0.312 -2.851 0.716 -0.077
C -3.7601 1.8919 -4.3021 5.196 9.924 -2.214 -0.022
C -3.1853 1.6079 -3.2043 1.457 -3.112 8.338 -0.076
N -0.6979 1.6998 1.3283 5.691 2.572 0.625 -0.198
C -1.9907 1.4685 0.9248 -2.547 2.661 6.890 -0.301
N 1.2934 -1.3061 1.8057 4.302 -5.991 2.214 0.149
C 2.0118 -2.5735 1.3891 -4.244 4.620 -3.702 -0.073
C 3.1080 -4.9730 0.8845 0.042 3.130 2.807 -0.059
H -2.3299 0.7872 1.6726 -0.766 -0.957 0.594 0.125
H -3.6052 0.6428 -2.6439 1.206 1.888 -1.171 0.142
C 0.1678 0.8780 2.0448 -10.840 -8.855 -3.215 -0.036
H 3.6009 -5.8583 0.6762 0.719 -1.635 -0.298 0.076
C 0.0821 2.7316 0.4478 -4.569 -2.524 1.255 -0.070
C -2.3118 1.0582 -0.3429 -2.920 4.431 -5.324 -0.131

=====

# 3
47
Properties=species:S:1:pos:R:3:forces:R:3:lowdin_charge:R:1 method="wB97M-V/def2-TZVPD" e_lumo_ev=0.6 orbital_gap_ha=0.30298 smiles="CN1CCN(c2ccc(NC(=O)CSc3ccccc3)cc2F)CC1" de_lowest_kcal_mol=5.93 fmax_ev_per_a=0.6
C -4.7889 0.4341 0.3023 0.159 -0.156 0.247 -0.517
H -3.8367 -1.2444 -0.6564 0.037 -0.098 -0.004 0.095
H -4.6605 -0.6679 -2.8755 0.015 -0.042 -0.083 0.107
H 4.9837 0.7661 -2.7733 0.020 -0.056 0.004 0.129
C 0.5103 -1.5980 0.1493 -0.305 -0.111 0.053 -0.008
H 5.4336 2.1500 -0.8137 0.022 -0.016 0.026 0.130
S -4.2588 0.1124 1.9652 -0.121 -0.153 0.206 0.957
C 7.5828 0.9971 -2.0177 -0.035 -0.029 0.022 -0.105
H 6.6645 1.5913 0.3499 -0.016 0.025 -0.007 0.122
H -6.6374 2.7702 -1.2863 -0.052 0.073 -0.014 0.104
C 2.5089 -0.2098 -0.0154 -0.442 -0.083 0.144 -0.169
N -1.4727 -0.7490 1.3223 0.019 0.361 0.238 0.110
C -5.5734 1.5674 0.1162 0.073 -0.060 0.064 -0.123
C 5.8848 1.2602 -0.3397 -0.051 -0.182 0.249 -0.188
C -0.1634 -0.6068 0.8521 0.467 -0.159 -0.244 -0.217
H -6.0634 1.3351 -3.2161 -0.029 0.022 -0.081 0.101
O -2.0759 -2.8386 0.6119 0.091 -0.211 -0.135 0.065
C -2.3112 -1.8003 1.1917 -0.326 0.134 0.243 -0.553
H -1.8466 0.0596 1.8088 -0.057 -0.219 -0.166 0.090
H 8.0187 0.2787 -2.7105 0.067 0.022 -0.052 0.083
C 4.8104 0.5075 0.4370 0.219 0.218 0.159 -0.141
H 5.2818 -0.3469 0.9489 -0.004 0.066 0.029 0.132
H -3.5268 -1.8849 2.9512 -0.028 -0.018 -0.045 0.088
C 5.4505 -0.0810 -2.2377 -0.081 -0.267 0.063 -0.191
C 4.3657 -0.8430 -1.4769 0.055 0.138 -0.280 -0.162
F 2.3521 1.9837 0.9299 -0.019 -0.214 -0.142 0.053
H 8.3413 1.2852 -1.2914 0.077 0.042 -0.024 0.083
H 0.0046 1.3981 1.6367 -0.026 0.123 0.058 0.127
H 4.8143 -1.7390 -1.0204 -0.056 -0.038 -0.056 0.132
C 0.4947 0.5926 1.1106 0.090 -0.112 -0.056 0.052
H 3.5909 -1.1449 -2.1831 0.033 -0.029 0.044 0.122
H -5.8219 2.1825 0.9679 -0.082 0.094 0.072 0.099
N 6.4788 0.3740 -1.3229 -0.070 0.039 -0.017 -0.234
H 0.0162 -2.5316 -0.0599 -0.013 -0.018 -0.005 0.101
C 1.8121 -1.3983 -0.2648 0.266 0.334 0.146 -0.004
C -3.6485 -1.5991 1.9038 -0.263 0.415 -0.122 -0.364
H 5.9068 -0.7466 -2.9744 -0.024 0.022 -0.013 0.121
H -4.4064 -2.2417 1.4557 0.173 -0.042 -0.006 0.093
C -4.4537 -0.3684 -0.7769 -0.010 -0.001 0.019 -0.082
C -5.7045 1.0861 -2.2290 -0.008 -0.009 -0.090 -0.091
C -4.9199 -0.0373 -2.0382 -0.020 -0.010 -0.105 -0.077
C -6.0267 1.8907 -1.1473 -0.008 0.050 -0.011 -0.087
N 3.7915 0.0291 -0.4775 0.264 0.302 -0.261 -0.098
H 4.3755 1.1647 1.1859 -0.010 -0.066 -0.048 0.115
C 1.7870 0.7751 0.6752 -0.075 -0.046 0.064 -0.195
H 7.2802 1.8925 -2.5837 -0.001 0.025 -0.018 0.088
H 2.3079 -2.2020 -0.7839 0.086 -0.062 -0.062 0.106

=====

# 4
49
Properties=species:S:1:pos:R:3:forces:R:3:lowdin_charge:R:1 method="wB97M-V/def2-TZVPD" e_lumo_ev=0.4 orbital_gap_ha=0.34360 smiles="O=C(CCSc1ccccc1)Nc1ccc(S(=O)(=O)N2CCOCC2)cc1" de_lowest_kcal_mol=15.22 fmax_ev_per_a=1.0
C -0.8309 -0.2724 2.1731 -0.059 0.098 0.085 0.016
C 5.3648 -1.3139 1.2598 -0.221 -0.239 -0.110 -0.184
C 4.9635 -0.2076 3.2652 -0.280 -0.076 0.186 -0.183
O 1.9075 -2.9826 4.2662 -0.122 0.349 -0.001 -0.278
S -3.6570 -0.1390 -2.5327 -0.257 -0.022 -0.156 0.947
H 0.3585 -0.9228 3.8396 -0.041 0.084 0.140 0.117
C 0.1338 -1.0458 2.7922 -0.009 -0.027 0.000 -0.048
H 2.8517 -0.0017 2.8493 0.057 -0.022 0.058 0.131
H -4.5346 2.4590 0.0271 0.139 -0.041 0.023 0.125
H -0.2676 1.8946 -5.3376 0.088 -0.003 -0.040 0.106
H -3.8347 4.1935 -4.8466 -0.035 0.085 -0.028 0.107
H 3.2140 -0.9278 4.3405 0.064 0.191 0.037 0.123
C 0.8100 -2.0129 2.0733 0.580 -0.442 0.396 -0.280
H -0.6588 -1.6244 -0.9332 -0.024 -0.024 -0.113 0.113
C -2.9164 1.2221 0.6009 -0.283 0.269 -0.433 -0.467
C -1.7723 1.0338 -4.0945 -0.099 -0.013 0.050 -0.111
O -2.9534 1.6195 1.7423 0.011 0.070 0.313 0.081
C -1.1150 -0.4736 0.8219 0.237 -0.111 0.318 -0.201
C -0.4270 -1.4602 0.1093 0.024 0.034 0.108 -0.002
C -3.0400 1.1881 -3.5474 -0.157 -0.259 0.261 -0.533
C -4.6283 0.7403 -1.2505 0.282 -0.015 -0.453 -0.429
O 5.4071 -0.0772 1.9337 0.038 0.185 -0.095 -0.128
S 2.1287 -2.9353 2.8526 0.196 0.123 -0.060 0.665
H -1.2063 0.1399 -3.8800 0.105 -0.071 0.047 0.100
H -1.5785 3.9345 -5.8123 0.040 0.067 -0.051 0.103
C -1.9879 3.1619 -5.1797 0.043 0.036 -0.049 -0.085
H -4.7817 2.4423 -3.4247 -0.087 -0.003 0.048 0.104
C 0.5365 -2.2257 0.7347 -0.053 -0.031 -0.145 -0.059
C -1.2523 2.0186 -4.9131 0.039 0.034 -0.083 -0.080
H 6.0314 -2.0339 1.7554 -0.022 0.024 -0.068 0.131
H -4.9808 -0.0538 -0.5921 -0.076 -0.008 -0.036 0.087
N 3.4898 -1.9961 2.6086 -0.626 -0.728 0.279 -0.236
H -5.4924 1.1902 -1.7385 -0.011 -0.046 0.119 0.068
H 5.6205 -0.8981 3.8127 -0.038 0.066 0.007 0.131
H -2.1883 -0.0026 -0.8446 -0.023 0.149 0.190 0.047
H 5.7185 -1.1214 0.2458 -0.038 -0.108 0.055 0.129
H 3.9206 -2.8771 0.8049 0.104 0.087 -0.155 0.122
H 5.0251 0.7883 3.7063 -0.037 -0.111 0.051 0.129
H 3.2886 -1.2052 0.6656 0.069 -0.050 0.006 0.131
C -3.2525 3.3090 -4.6360 -0.039 0.078 -0.016 -0.077
H -3.2346 2.3895 -1.1671 -0.064 0.012 0.046 0.114
N -2.0639 0.2702 0.1287 0.139 -0.262 -0.286 0.121
H 1.0694 -3.0028 0.2103 0.010 -0.079 -0.145 0.115
C -3.8356 1.7887 -0.4776 -0.062 0.068 0.209 -0.148
C -3.7872 2.3225 -3.8260 0.030 0.007 -0.037 -0.104
H -1.3698 0.4805 2.7234 0.004 -0.006 0.005 0.104
C 3.5278 -0.7370 3.3149 0.182 0.472 0.317 -0.177
O 2.3377 -4.1565 2.1333 -0.060 0.181 -0.303 -0.281
C 3.9423 -1.8797 1.2426 0.343 0.026 -0.491 -0.179